15
Properties=species:S:1:pos:R:3:forces:R:3:mulliken_charge:R:1 method="wB97M-V/def2-TZVPD" relative_energy_kcal_mol=82.4 gap_ev="7.10 / 7.11" multiplicity=1 homo_energy_ev="-7.343 / -7.344" charge=0
C 2.390 -0.301 0.200 0.1 0.0 0.0 -1.133
C 1.040 0.000 -0.375 -0.1 -0.1 0.0 -0.323
C -0.058 -0.739 -0.046 0.0 0.1 -0.1 0.597
O -0.316 -1.735 0.638 0.1 0.2 -0.1 -0.741
N -1.315 -0.085 -0.644 -0.4 -0.1 0.1 -0.004
C -2.461 -0.521 -0.296 0.2 0.1 -0.1 -0.302
H 3.128 -0.576 -0.567 -0.2 0.0 0.1 0.295
H 2.792 0.571 0.734 0.0 -0.1 -0.1 0.270
H 2.318 -1.129 0.911 0.0 0.1 -0.1 0.294
H -0.437 1.929 0.911 0.0 0.1 0.1 -0.223
H 0.935 0.852 -1.043 -0.1 -0.2 0.1 0.246
H -1.237 0.731 -1.246 0.1 -0.2 0.1 0.281
H -3.372 -0.044 -0.642 0.1 -0.1 0.0 0.256
H -2.445 -1.382 0.373 0.0 0.1 -0.1 0.279
H -0.960 2.430 1.091 0.0 0.0 0.0 0.209

---

15
Properties=species:S:1:pos:R:3:forces:R:3:mulliken_charge:R:1 method="wB97M-V/def2-TZVPD" relative_energy_kcal_mol=11.3 gap_ev=10.70 multiplicity=1 homo_energy_ev=-9.789 charge=0
C -1.095 -0.041 1.040 0.0 0.0 0.0 -1.258
C -0.161 -0.307 -0.134 -0.2 -0.1 0.0 0.594
C -0.887 -0.176 -1.466 0.0 0.0 0.0 -1.449
N 1.015 0.570 -0.125 0.1 -0.2 0.0 -0.264
C 1.985 0.346 0.808 0.1 0.0 0.2 0.014
O 1.803 -0.137 1.907 0.1 0.0 -0.4 -0.534
H -1.894 -0.790 1.031 0.1 0.1 0.0 0.350
H -1.545 0.955 0.969 0.1 -0.1 0.0 0.324
H -0.545 -0.119 1.979 -0.2 0.0 -0.1 0.342
H 0.224 -1.331 -0.027 -0.2 0.0 0.0 0.170
H -0.226 -0.368 -2.319 -0.1 0.0 0.1 0.384
H -1.319 0.826 -1.577 0.1 -0.1 0.0 0.361
H -1.704 -0.902 -1.506 0.1 0.1 0.0 0.379
H 1.357 0.857 -1.033 0.0 -0.1 0.1 0.265
H 2.993 0.617 0.452 0.0 0.3 0.1 0.323

---

15
Properties=species:S:1:pos:R:3:forces:R:3:mulliken_charge:R:1 method="wB97M-V/def2-TZVPD" relative_energy_kcal_mol=62.9 gap_ev=10.12 multiplicity=1 homo_energy_ev=-9.202 charge=0
C -2.282 0.525 0.174 -0.1 0.0 0.0 -1.215
C -0.987 -0.016 -0.373 -0.2 -0.1 0.0 0.370
N 0.107 0.990 -0.440 0.2 0.1 0.0 -0.632
C 0.198 -0.071 0.461 0.1 -0.1 0.2 0.080
C 0.980 -0.621 1.377 -0.1 0.1 -0.1 -0.799
O 2.464 -0.396 -1.438 0.2 0.0 0.1 -0.691
H -2.916 -0.271 0.576 0.1 0.1 -0.1 0.309
H -2.050 1.230 0.978 -0.1 -0.1 -0.1 0.321
H -2.831 1.061 -0.606 0.0 -0.1 0.1 0.308
H -1.059 -0.731 -1.196 0.0 0.1 0.2 0.353
H 0.736 0.853 -1.232 -0.1 0.1 0.1 0.370
H 2.011 -0.935 -0.771 0.1 0.0 -0.1 0.345
H 0.688 -1.531 1.890 0.0 0.2 0.0 0.236
H 1.912 -0.145 1.676 -0.1 -0.1 -0.1 0.299
H 2.930 0.258 -0.900 0.1 -0.1 -0.2 0.347

---

15
Properties=species:S:1:pos:R:3:forces:R:3:mulliken_charge:R:1 method="wB97M-V/def2-TZVPD" relative_energy_kcal_mol=50.9 gap_ev=10.19 multiplicity=1 homo_energy_ev=-9.302 charge=0
C -0.364 0.071 0.606 -1.4 2.3 0.4 0.475
C 1.558 0.310 -1.138 -0.4 0.2 -0.9 -1.108
C -1.729 -0.253 -0.005 0.3 -0.3 0.0 -1.330
C 0.437 0.889 -0.347 0.9 2.1 1.8 0.489
N 0.318 -1.120 1.055 -0.2 0.4 0.4 -0.580
O 0.273 2.098 -0.095 1.1 -0.8 -2.5 -0.576
H -0.519 1.206 1.157 -0.3 -3.8 0.8 0.185
H -0.325 -1.800 1.442 0.0 0.1 0.0 0.229
H 1.020 -0.911 1.754 0.0 -0.1 0.0 0.223
H 2.482 0.356 -0.560 -0.1 0.1 0.1 0.263
H 1.361 -0.734 -1.364 0.0 0.0 -0.1 0.325
H 1.691 0.906 -2.041 0.2 -0.1 0.0 0.361
H -1.621 -1.027 -0.769 -0.1 0.0 0.0 0.364
H -2.176 0.630 -0.457 0.0 0.0 0.0 0.362
H -2.407 -0.622 0.764 0.0 0.0 0.0 0.319

---

15
Properties=species:S:1:pos:R:3:forces:R:3:mulliken_charge:R:1 method="wB97M-V/def2-TZVPD" relative_energy_kcal_mol=63.2 gap_ev=10.25 multiplicity=1 homo_energy_ev=-9.242 charge=0
C -1.057 0.390 2.343 -0.1 0.3 0.2 -0.632
C -1.015 0.851 1.102 0.8 -0.4 -1.6 -0.009
N -0.083 1.776 0.533 1.0 0.0 0.9 -0.620
H -0.239 0.497 3.047 -0.3 0.8 0.2 0.271
H -1.986 -0.042 2.699 0.4 -0.8 -0.2 0.244
H -1.528 0.324 0.297 -1.5 0.4 0.6 0.240
H 0.685 1.351 0.022 -0.2 0.0 0.1 0.244
H -0.517 2.454 -0.072 -0.3 -0.2 -0.1 0.261
O 1.485 -0.138 -1.617 0.1 0.2 0.2 -0.483
C 1.105 -1.109 -1.014 0.1 -0.6 -0.3 0.159
C -0.285 -1.642 -1.195 -0.6 0.3 0.0 -0.900
H 1.811 -1.678 -0.379 -0.1 0.1 0.1 0.340
H -0.322 -2.358 -2.021 0.2 0.1 0.0 0.323
H -0.900 -0.778 -1.462 -0.1 -0.2 -0.2 0.237
H -0.747 -2.137 -0.341 0.4 0.0 0.2 0.326

---

15
Properties=species:S:1:pos:R:3:forces:R:3:mulliken_charge:R:1 method="wB97M-V/def2-TZVPD" relative_energy_kcal_mol=39.1 gap_ev=10.01 multiplicity=1 homo_energy_ev=-9.036 charge=0
C 1.260 0.791 0.063 0.2 0.1 0.1 -0.997
N 0.343 -0.307 -0.180 0.0 0.0 0.1 -0.076
C 0.307 -0.651 -1.590 0.0 -0.1 -0.2 -0.965
C -0.974 -0.068 0.370 -0.2 0.0 0.0 -0.385
C -1.068 -0.247 1.873 -0.4 0.2 0.2 -0.070
O -1.973 0.232 2.514 0.4 -0.2 -0.2 -0.484
H 0.961 1.721 -0.457 0.0 -0.1 0.1 0.357
H 2.261 0.521 -0.289 -0.2 0.0 0.1 0.329
H 1.335 1.004 1.136 -0.1 0.0 -0.2 0.302
H 1.314 -0.910 -1.931 -0.1 0.1 0.1 0.323
H -0.330 -1.527 -1.748 0.1 0.1 0.0 0.324
H -0.065 0.171 -2.229 0.0 -0.1 0.1 0.344
H -1.672 -0.792 -0.069 0.1 0.0 0.1 0.346
H -1.409 0.928 0.175 0.2 0.0 -0.2 0.271
H -0.291 -0.866 2.363 0.1 0.0 -0.1 0.380

---

15
Properties=species:S:1:pos:R:3:forces:R:3:mulliken_charge:R:1 method="wB97M-V/def2-TZVPD" relative_energy_kcal_mol=120.6 gap_ev="8.33 / 7.66" multiplicity=1 homo_energy_ev="-8.808 / -8.898" charge=0
C 1.200 -0.749 -0.231 -0.3 -0.6 0.1 -1.408
C 1.275 1.409 0.410 0.4 0.8 0.0 -0.851
C 0.196 0.397 0.462 0.8 -0.1 -0.7 1.068
O 0.106 0.087 1.707 -0.4 -0.4 0.5 -0.611
N -1.004 0.588 -0.303 0.1 0.1 0.0 -0.311
C -1.957 -0.503 -0.205 -0.2 -0.1 0.0 -0.855
H 0.573 -1.640 -0.171 0.1 0.0 -0.1 0.386
H 1.426 -0.503 -1.273 -0.1 0.1 0.2 0.396
H 2.113 -0.929 0.339 -0.2 0.1 0.0 0.388
H 1.491 1.915 1.347 -0.1 0.0 -0.2 0.286
H 2.065 1.404 -0.337 -0.3 0.0 0.1 0.343
H -0.812 0.863 -1.260 0.0 0.0 0.2 0.260
H -1.667 -1.420 -0.747 0.0 0.2 0.1 0.264
H -2.080 -0.748 0.853 0.0 0.0 -0.2 0.333
H -2.925 -0.169 -0.592 0.1 -0.1 0.1 0.312

---

15
Properties=species:S:1:pos:R:3:forces:R:3:mulliken_charge:R:1 method="wB97M-V/def2-TZVPD" relative_energy_kcal_mol=141.3 gap_ev="8.19 / 8.07" multiplicity=1 homo_energy_ev="-8.076 / -8.077" charge=0
C -1.073 -1.050 0.327 -0.2 -0.4 0.1 -1.052
C 0.056 -0.260 0.238 0.2 0.1 -0.1 1.044
C 1.185 -0.518 -0.734 -0.3 -0.2 -0.1 -0.480
O 2.210 0.431 -0.652 0.1 0.1 0.2 -0.525
C -0.328 1.154 0.671 -0.1 0.0 0.2 -0.551
N 0.461 0.456 1.524 -0.1 -0.1 0.1 -0.459
H -1.718 0.967 -1.964 0.0 0.1 0.0 0.139
H -1.301 -1.781 -0.446 0.0 0.1 0.1 0.274
H -1.796 -0.927 1.124 0.2 0.1 0.0 0.308
H 1.558 -1.539 -0.555 0.0 0.2 0.0 0.278
H 0.771 -0.482 -1.747 0.1 0.0 0.1 0.241
H 2.298 0.658 0.285 0.0 0.0 -0.2 0.328
H -1.334 1.455 0.989 0.1 0.1 -0.2 0.329
H -1.183 1.357 -1.618 -0.1 0.0 -0.1 -0.141
H 0.076 0.137 2.421 0.0 -0.1 -0.1 0.267

---

no.,E (Eh)
1,-287.70112
2,-287.81440
3,-287.73227
4,-287.75126
5,-287.73176
6,-287.77007
7,-287.64019
8,-287.60730